[1]
A structure of composition C32H35ClN8O5SV. Source: the OMol25 dataset; level of theory: the ωB97M-V functional and the def2-TZVPD basis.

Computed properties:
E = -104948.7864 eV
spin multiplicity = 2
Kohn-Sham gap (alpha / beta) = 4.242 / 4.743 eV
net charge = -2
HOMO (alpha / beta) = -0.039 / -0.545 eV

Geometry as XYZ:
```
83
Properties=species:S:1:pos:R:3:forces:R:3:mulliken_spin:R:1
V -0.5355 -0.4520 0.2999 0.2 -0.7 0.5 -0.003
Cl 0.9757 3.6240 -3.4268 0.0 0.0 -0.1 0.000
S 3.3233 -1.2127 -0.4558 0.0 0.0 0.0 0.000
O 0.9684 5.0562 -3.3279 0.0 -0.1 0.0 0.000
O 0.2301 -0.9956 -1.4909 0.1 0.1 -0.1 0.003
O 0.4506 3.2066 -4.7103 0.0 0.0 0.1 0.000
O 0.1804 3.0370 -2.3699 0.2 0.1 0.0 0.000
O 2.3466 3.1397 -3.3045 -0.1 0.0 0.0 0.000
N 1.3026 -0.9277 -3.4256 0.0 0.0 0.0 -0.001
N 3.7493 0.8227 -2.1008 -0.1 -0.1 0.0 0.000
N 2.0056 1.1293 -0.7021 -0.1 0.0 -0.1 0.000
N -0.1826 -2.2096 1.4577 0.0 0.2 0.0 -0.026
N -0.9146 0.7591 1.7961 -0.3 0.1 -0.1 0.013
N 2.8926 -0.8462 3.7535 0.1 0.0 0.0 0.106
N 4.5431 0.8437 4.1343 0.0 0.0 0.0 0.121
N 1.0580 0.9093 0.3020 -0.3 0.3 -0.5 0.005
C -0.6300 2.9621 2.8435 0.0 0.0 0.1 -0.004
C -0.6556 -0.1637 -5.8149 0.0 0.0 0.0 0.000
C 4.3312 0.6876 5.4592 0.0 0.0 0.0 0.017
C -6.1702 -0.3957 -1.4964 0.0 0.0 0.0 -0.002
C 0.4622 -3.0759 3.6292 0.0 -0.2 0.0 -0.054
C 0.9517 -2.9106 4.9581 0.1 0.0 0.0 0.212
C -1.6652 2.7287 3.6776 0.0 0.0 0.0 0.001
C 0.7514 -0.7544 -5.8567 0.0 0.0 0.0 0.000
C -4.0584 -1.5569 -1.4284 0.0 0.0 0.0 -0.002
C -0.1565 -4.2944 3.2561 0.0 0.0 0.0 0.173
C -3.5179 -0.5980 -0.5532 -0.1 0.1 0.1 -0.006
C 1.6270 -0.2911 -4.6966 0.0 0.0 0.0 0.000
C 0.8797 2.0468 1.0661 -0.1 0.0 0.3 0.000
C -0.1783 1.9559 1.9262 0.2 -0.1 0.0 0.000
C 2.9754 0.3071 -1.0873 0.1 0.1 0.1 0.000
C 0.2459 -0.6050 -2.6651 -0.1 -0.1 0.0 -0.003
C 1.7204 3.2738 0.8882 0.1 -0.1 0.0 -0.001
C -2.1566 -0.6924 -0.0957 0.1 0.0 -0.2 -0.003
C -5.6545 0.5581 -0.6226 0.0 0.0 0.0 0.001
C 3.4361 -0.1985 5.9836 0.0 0.0 0.0 0.056
C 0.4397 -2.0759 2.6211 0.0 0.2 0.1 0.055
C -4.3533 0.4660 -0.1613 0.0 0.0 0.0 0.000
C -1.4394 -0.5239 -4.5536 0.0 0.0 0.0 0.000
C -0.7377 -4.4480 2.0115 0.0 0.0 0.0 -0.084
C 3.7851 0.0501 3.3727 0.0 0.0 0.0 -0.030
C -0.9044 0.1391 -3.2773 0.0 0.0 0.0 -0.001
C -5.3596 -1.4514 -1.8957 0.0 0.0 0.0 0.001
C -1.9456 0.5566 2.6859 0.0 0.1 -0.1 0.001
C 1.7833 -1.9824 5.5880 0.0 0.0 0.0 0.102
C -0.7576 -3.3881 1.1266 0.0 0.0 0.0 0.190
C -2.3328 1.4532 3.6201 0.0 0.0 0.0 -0.005
C 2.6805 -1.0117 5.0900 0.0 0.0 0.0 0.097
H -3.9479 1.2157 0.5077 0.0 0.0 0.0 0.000
H -5.7467 -2.2018 -2.5767 0.0 0.0 0.0 0.000
H -2.4791 -0.2148 -4.6772 0.0 0.0 0.0 0.000
H -2.4480 -0.3978 2.5864 0.0 0.0 0.0 0.000
H 2.0507 -1.3632 -2.8920 0.0 0.0 0.0 0.000
H -6.2748 1.3893 -0.3061 0.0 0.0 0.0 0.000
H -0.1705 -5.1146 3.9661 0.0 0.0 0.0 0.014
H -0.5961 1.1671 -3.4832 0.0 0.0 0.0 0.000
H 1.4964 3.7880 -0.0529 0.0 0.0 0.0 0.000
H 0.9216 -1.1272 2.7966 0.0 0.0 0.0 0.014
H 1.8910 1.9852 -1.2345 -0.1 0.0 0.0 0.000
H -0.1255 3.9187 2.8560 0.0 0.0 0.0 0.000
H -3.4301 -2.3848 -1.7367 0.0 0.0 0.0 0.000
H 3.9151 0.1465 2.2973 0.0 0.0 0.0 -0.015
H 0.5660 -3.6734 5.6328 0.0 0.0 0.0 0.007
H 0.7059 -1.8486 -5.8505 0.0 0.0 0.0 0.000
H 4.9235 1.3227 6.1144 0.0 0.0 0.0 0.004
H 3.2975 -0.2826 7.0553 0.0 0.0 0.0 0.005
H -1.2023 -5.3859 1.7312 0.0 0.0 0.0 -0.003
H 4.3783 0.1562 -2.5095 0.0 0.0 0.0 0.000
H 1.2379 -0.4539 -6.7896 0.0 0.0 0.0 0.000
H 1.5446 3.9771 1.6984 0.0 0.0 0.0 0.000
H 1.8081 -2.0719 6.6714 0.0 0.0 0.0 0.015
H 1.5633 0.7971 -4.6003 0.0 0.0 0.0 0.000
H 2.6705 -0.5322 -4.8985 0.0 0.0 0.0 0.000
H -7.1864 -0.3135 -1.8630 0.0 0.0 0.0 0.000
H 3.3585 1.5446 -2.6948 0.0 0.1 0.0 0.000
H -3.1434 1.2091 4.2937 0.0 0.0 0.0 0.000
H -1.9933 3.4896 4.3760 0.0 0.0 0.0 0.000
H -1.4562 -1.6119 -4.4235 0.0 0.0 0.0 0.000
H -1.2451 -3.4268 0.1646 0.0 0.0 0.0 0.032
H -0.5755 0.9264 -5.8731 0.0 0.0 0.0 0.000
H -1.6715 0.1852 -2.5054 0.0 0.0 0.0 0.001
H 2.7856 3.0289 0.8899 0.0 0.0 0.0 0.000
H -1.2120 -0.4930 -6.6979 0.0 0.0 0.0 0.000
```
Forces are in eV/Å.

***

[2]
An isolated molecule of C32H35F3N2O5 in a non-equilibrium geometry. Source: the OMol25 dataset; level of theory: the ωB97M-V functional and the def2-TZVPD basis.

Computed properties:
E = -55120.8035 eV
spin multiplicity = 1
SMILES = COc1cc(C[C@@H]2C(=O)N(C)C(C)(C)N2/C=C/[C@@H](Oc2ccc(C(F)(F)F)cc2)c2ccccc2)cc(OC)c1OC
Kohn-Sham gap = 8.301 eV
HOMO = -7.881 eV

Geometry as XYZ:
```
77
Properties=species:S:1:pos:R:3:forces:R:3:lowdin_charge:R:1
F -2.8051 3.3029 -7.7918 -0.1 0.7 0.8 0.115
F -4.1936 4.5844 -6.6649 1.0 -0.5 -0.1 0.107
F -2.0553 5.0816 -6.7344 -0.6 -0.8 0.0 0.113
O 2.2139 -2.0155 3.2651 -1.2 0.7 -0.6 0.068
O 4.2283 -5.3045 1.7964 -0.7 -0.6 -0.1 -0.070
O 6.2561 -4.2543 0.4302 0.5 -0.1 0.3 -0.089
O -2.3619 1.3041 -1.7652 -0.1 -0.6 -1.7 -0.024
O 6.0583 -1.7972 -0.5723 -0.2 0.5 -0.6 -0.078
N -0.1041 0.0060 1.5322 0.3 -0.3 0.3 -0.021
N 0.1307 -1.0514 3.5009 0.4 -0.4 -0.1 -0.033
C -3.4671 3.0318 -0.5227 0.1 -0.1 0.6 -0.148
C -0.8698 -0.3067 2.7497 -0.2 0.0 -0.4 -0.468
C -3.7729 4.0161 -1.4658 -0.2 0.0 -0.2 -0.036
C -1.3173 2.5256 -3.5770 -0.3 -0.2 0.1 0.001
C 1.1497 -0.7299 1.4215 0.2 0.4 0.5 -0.168
C -2.0843 -1.2042 2.4549 0.0 -0.2 0.1 0.003
C -1.3088 0.9540 3.5176 0.3 -0.1 0.1 0.003
C 7.0736 -3.8715 1.5785 -0.8 -0.1 -0.8 -0.027
C -6.0016 4.2270 -0.5439 0.2 0.2 0.0 -0.092
C 4.8839 -2.3930 -0.2338 -0.3 -0.8 0.2 -0.195
C -2.7052 3.2069 -5.4061 -0.2 0.3 -0.5 -0.137
C 5.0188 -3.6902 0.3131 -0.2 0.7 0.9 -0.159
C -3.6178 1.7327 -3.7513 0.2 0.1 0.3 0.015
C -3.7675 2.4436 -4.9298 0.2 -0.2 0.1 -0.003
C -1.4654 3.2124 -4.7780 0.0 -0.2 0.3 -0.005
C -2.4170 1.8400 -3.0425 0.0 0.2 0.5 -0.266
C 3.1743 -5.8576 2.6139 0.3 0.3 -0.5 -0.047
C -0.5370 0.8400 0.5483 -1.0 0.2 0.0 -0.063
C -1.7886 1.3459 0.4747 0.1 -0.1 0.0 -0.053
C -0.1224 -1.5875 4.8174 -0.3 0.1 0.2 -0.014
C 2.5019 -2.4796 0.2216 0.2 -0.5 -0.6 -0.229
C -2.1912 2.2056 -0.6770 0.6 0.8 0.6 -0.292
C -4.3829 2.7612 0.5001 -0.3 0.1 -0.4 -0.024
C -5.6511 3.3590 0.4873 0.4 -0.2 0.1 -0.079
C 6.0166 -0.5675 -1.3271 -0.2 -0.6 0.4 -0.054
C -5.0524 4.5757 -1.5128 0.1 -0.1 0.2 -0.069
C -2.9330 4.0400 -6.6420 -0.1 0.3 -0.5 -0.517
C 1.2661 -1.3712 2.8142 0.8 -0.1 0.4 -0.361
C 2.6329 -3.7703 0.7310 -0.2 0.0 0.5 0.013
C 3.6112 -1.8126 -0.2973 0.2 0.5 0.0 0.016
C 1.1748 -1.7672 0.2857 -0.2 -0.1 0.0 -0.078
C 3.9067 -4.3104 0.9266 0.6 0.7 -0.2 -0.191
H -0.6189 3.7514 -5.1978 -0.3 0.0 0.1 0.125
H -1.7518 -2.1622 2.0307 -0.1 0.2 0.1 0.095
H -5.3053 5.2707 -2.3159 0.1 -0.1 0.3 0.107
H 3.6576 -6.6309 3.2130 -0.1 0.1 -0.1 0.091
H 0.2040 1.0691 -0.2279 -0.2 0.0 0.3 0.145
H 3.4794 -0.8079 -0.7152 0.1 -0.4 0.2 0.114
H 7.9865 -4.4544 1.4604 -0.1 0.1 0.1 0.089
H -4.4410 1.1617 -3.3214 0.3 0.2 -0.1 0.132
H 1.9861 -0.0138 1.2943 -0.2 -0.4 0.0 0.166
H 0.9672 -1.2354 -0.6555 0.0 -0.2 0.2 0.123
H -3.0016 4.3232 -2.1825 -0.4 -0.2 0.2 0.120
H -6.9932 4.6828 -0.5605 0.3 -0.2 -0.1 0.102
H 6.5532 -4.1385 2.5044 0.1 0.1 -0.1 0.088
H 5.3991 -0.6778 -2.2307 0.2 0.0 0.2 0.096
H -2.5737 0.9990 1.1468 0.5 0.2 -0.4 0.061
H -2.7722 -0.7423 1.7425 0.1 -0.1 0.2 0.073
H -1.3424 2.8862 -0.8669 -0.3 -0.1 -0.3 0.147
H 1.7476 -4.3006 1.0945 0.4 0.3 0.1 0.116
H 2.3902 -6.3010 1.9827 0.2 0.0 0.2 0.091
H -0.4211 1.4741 3.9001 -0.2 -0.1 0.0 0.101
H 7.2863 -2.7982 1.5387 0.0 -0.2 0.1 0.085
H -4.7125 2.4216 -5.4625 0.1 0.1 0.1 0.128
H -1.9547 0.6546 4.3535 0.2 0.2 -0.1 0.088
H -2.6293 -1.3897 3.3910 0.1 -0.1 -0.3 0.083
H 7.0545 -0.3769 -1.6017 -0.2 0.1 0.0 0.091
H -0.2181 -0.7815 5.5526 0.1 -0.1 0.0 0.093
H -1.0540 -2.1631 4.8266 0.1 0.0 0.0 0.089
H -0.3725 2.5430 -3.0303 -0.3 0.0 -0.2 0.124
H 0.3593 -2.4849 0.4728 0.2 0.2 -0.2 0.127
H -4.1015 2.0733 1.3010 -0.3 0.3 -0.3 0.098
H 5.6287 0.2540 -0.7084 0.1 -0.2 -0.1 0.091
H 2.7426 -5.0826 3.2637 0.1 -0.1 -0.2 0.094
H -1.8596 1.6454 2.8730 0.1 -0.2 0.3 0.066
H -6.3508 3.1145 1.2878 0.1 0.2 -0.3 0.103
H 0.7073 -2.2369 5.1020 -0.1 0.1 -0.1 0.093
```
Forces are in eV/Å.

***

[3]
A structure of composition C32H35I2KN4O5. Source: the OMol25 dataset; level of theory: the ωB97M-V functional and the def2-TZVPD basis.

Computed properties:
E = -82481.2108 eV
spin multiplicity = 1
Kohn-Sham gap = 5.875 eV
net charge = -2
HOMO = -2.364 eV

Geometry as XYZ:
```
79
Properties=species:S:1:pos:R:3:forces:R:3:lowdin_charge:R:1
I -4.5313 -0.4630 8.2022 0.0 0.0 0.0 0.719
I -0.8859 -4.1272 5.1201 0.0 0.0 0.0 0.819
K -0.8537 0.1420 -0.8151 0.3 0.5 0.4 0.829
O -0.3108 -2.2116 -1.5059 -0.1 0.0 -0.1 -0.160
O -2.9940 -1.0547 -1.4833 0.0 -0.1 -0.2 -0.056
O -0.7264 2.4958 -1.9587 0.0 0.2 -0.1 -0.125
O -1.4043 -1.8202 3.0047 0.1 0.0 0.0 -0.121
O 0.8320 1.3593 -3.1047 0.0 -0.1 0.1 -0.055
N -1.7003 0.9556 2.3788 -0.1 -0.1 -0.1 -0.054
N 2.5351 -0.5070 -1.4149 0.0 0.0 0.0 0.017
N 1.7048 -1.8005 2.9556 0.0 0.1 0.0 0.013
N 0.8868 1.3676 1.5422 0.0 0.0 0.0 0.117
C 0.5544 6.1055 -3.6337 0.0 0.0 0.0 -0.108
C -2.9668 0.5512 2.9909 0.0 0.0 0.1 -0.170
C 1.5794 6.0912 -4.5718 0.0 0.0 0.0 -0.130
C -3.4838 -0.9370 6.4475 0.0 0.0 0.0 -0.772
C -2.0016 -2.3663 -3.2187 0.0 0.0 0.0 -0.097
C 2.1645 4.8831 -4.9305 0.0 0.0 0.0 -0.110
C 2.0210 1.7768 0.9685 0.0 0.0 -0.1 -0.124
C -2.7241 -2.0949 6.3882 0.0 0.0 0.0 -0.275
C -4.0157 -0.8147 -3.5838 0.0 0.0 0.0 -0.031
C 1.7267 3.6990 -4.3523 0.0 0.0 0.0 -0.037
C 2.2922 -2.7769 0.7013 0.0 0.0 0.0 -0.204
C -2.3240 -2.9679 -4.4519 0.0 0.0 0.0 -0.083
C -0.0279 -3.8086 -3.1857 0.0 0.0 0.0 -0.029
C 0.1191 4.9181 -3.0604 0.0 0.0 0.0 -0.034
C -2.0338 -2.3817 5.2269 0.0 0.0 0.0 -0.642
C 1.3146 2.8658 3.3465 0.0 0.0 0.0 -0.039
C 3.5310 -1.5390 -1.1654 0.0 0.0 0.0 -0.292
C -1.5674 -3.9525 -5.0374 0.0 0.0 0.0 -0.143
C -0.7720 -2.7460 -2.5473 0.1 -0.1 0.0 -0.384
C 2.8544 2.7297 1.5332 0.0 0.0 0.0 -0.073
C 3.5080 -1.9412 0.3056 0.0 0.0 0.0 -0.221
C 2.1782 -2.9649 2.2146 0.0 0.0 0.0 -0.299
C 2.4906 3.2829 2.7513 0.0 0.0 0.0 -0.090
C -0.7330 1.4063 3.3564 0.1 0.1 0.0 -0.177
C -0.4014 -4.3755 -4.3679 0.0 0.0 0.0 -0.128
C -2.8640 -0.3750 4.1837 0.0 0.1 0.0 -0.170
C 0.7013 3.7061 -3.4139 0.0 0.0 0.0 -0.126
C -2.9565 -1.4102 -2.6572 -0.1 0.0 0.0 -0.412
C -2.0427 -1.5531 4.0583 -0.1 -0.1 0.0 -0.507
C 0.5337 1.9031 2.7096 0.0 0.0 0.0 -0.254
C 0.2243 2.3976 -2.7684 0.0 0.0 0.0 -0.676
C -3.5454 -0.0860 5.3470 0.0 0.0 0.0 -0.150
H -4.4644 0.0273 -3.0622 0.0 0.0 0.0 0.076
H 3.3960 -2.4396 -1.7862 0.0 0.0 0.0 0.102
H -3.5898 -0.4809 -4.5296 0.0 0.0 0.0 0.078
H 1.9218 7.0175 -5.0198 0.0 0.0 0.0 0.084
H -2.6666 -2.7661 7.2343 0.0 0.0 0.0 0.065
H 2.2720 1.3053 0.0215 0.0 0.0 0.0 0.083
H 2.5681 -0.1224 -2.3513 0.0 0.0 0.0 0.060
H -3.5117 1.4514 3.2991 0.0 0.0 0.0 0.108
H -1.3180 0.1131 1.9616 0.0 -0.1 0.1 0.059
H -1.1726 2.2143 3.9502 0.0 0.0 0.0 0.123
H 4.4169 -2.5075 0.5445 0.0 0.0 0.0 0.102
H 4.5149 -1.1266 -1.4116 0.0 0.0 0.0 0.098
H 3.5436 -1.0201 0.8981 0.0 0.0 0.0 0.097
H 2.1658 2.7433 -4.6084 0.0 0.0 0.0 0.106
H 2.3700 -3.7559 0.2136 0.0 0.0 0.0 0.109
H -0.6756 4.8969 -2.3260 0.0 0.0 0.0 0.108
H 1.3668 -2.3336 0.3272 0.0 0.0 0.0 0.092
H 2.9654 4.8665 -5.6614 0.0 0.0 0.0 0.087
H -3.5546 0.0741 2.2019 0.0 0.0 0.0 0.125
H 3.7593 3.0279 1.0206 0.0 0.0 0.0 0.095
H -0.4501 0.6139 4.0688 0.0 0.0 0.0 0.131
H -1.8638 -4.3934 -5.9807 0.0 0.0 0.0 0.074
H -4.7953 -1.5489 -3.7996 0.0 0.0 0.0 0.076
H 1.6057 -0.9010 -1.3269 -0.1 -0.2 -0.1 0.019
H -3.2288 -2.6549 -4.9586 0.0 0.0 0.0 0.088
H 0.0963 7.0459 -3.3479 0.0 0.0 0.0 0.088
H 0.6862 -1.7633 2.9034 0.0 0.0 0.1 0.024
H 0.9899 3.2759 4.2951 0.0 0.0 0.0 0.104
H 0.2119 -5.1604 -4.8012 0.0 0.0 0.0 0.087
H -4.1361 0.8232 5.3976 0.0 0.0 0.0 0.087
H 3.1111 4.0332 3.2278 0.0 0.0 0.0 0.095
H 3.1607 -3.2674 2.6054 0.0 0.0 0.0 0.094
H 1.4904 -3.7837 2.4340 0.0 0.0 0.0 0.089
H 0.8747 -4.1193 -2.6719 0.0 0.0 0.0 0.098
H 2.0546 -0.9457 2.5345 0.0 0.0 0.0 0.033
```
Forces are in eV/Å.

***

Among the records above, which one has the highest E?
C32H35F3N2O5

***

What is the E in the first record?
-104948.7864 eV